8
Properties=species:S:1:pos:R:3:forces:R:3:lowdin_charge:R:1 method="wB97M-V/def2-TZVPD" gap_ha=0.40954 e_homo_ev=-11.06 lumo_energy_ev=0.082 de_lowest_kcal_mol=46.58 spin_multiplicity=1 charge=0
O -0.37592 -0.16187 1.88702 -1.21 -3.27 -9.42 -0.0293
C -0.51635 -0.58793 0.54066 1.05 2.42 10.55 -0.2711
F -0.96167 -1.79694 0.25229 -0.04 0.86 0.24 0.1409
C 0.03590 0.16595 -0.58272 -3.12 2.15 -0.47 -0.2239
O 0.77892 1.27021 -0.27888 -0.88 1.07 -1.60 0.0240
H 0.53017 -0.59919 -1.08009 1.10 -1.16 -2.00 0.1151
H -0.84200 0.67074 -1.13006 0.96 -1.63 0.13 0.1862
H 1.35096 1.03904 0.39177 2.14 -0.45 2.57 0.0580

***

45
Properties=species:S:1:pos:R:3:forces:R:3:lowdin_charge:R:1 method="wB97M-V/def2-TZVPD" gap_ha=0.33735 e_homo_ev=-9.85 lumo_energy_ev=-0.667 de_lowest_kcal_mol=56.61 spin_multiplicity=1 charge=0
C -3.90733 0.26705 0.91451 -0.27 1.00 0.25 -0.0998
C -3.91621 1.81969 1.09565 -0.37 -0.50 -1.20 -0.2302
C -2.67452 2.54537 0.52081 -0.47 -0.17 0.93 -0.1645
C -1.56834 2.87057 1.58876 0.06 0.58 -1.30 -0.2728
C -1.39955 4.41494 1.56934 -0.22 -0.62 0.03 -0.0759
C -0.25962 2.20420 1.17714 -0.57 -0.23 0.40 -0.1032
C 0.92165 2.80575 1.23107 0.93 0.08 -0.24 0.0652
C 2.17611 2.11169 0.76847 -0.06 -0.13 0.09 -0.3009
O 3.25045 2.28399 1.30621 -0.41 0.11 -0.48 0.1132
C 1.96315 1.16983 -0.39603 -0.17 0.70 1.09 -0.1005
C 2.89549 0.95893 -1.37250 0.91 0.23 0.00 -0.0087
C 2.58587 0.10912 -2.40893 0.59 -0.02 -0.53 -0.0719
C 1.36141 -0.50788 -2.46751 0.07 -0.61 -0.81 -0.0779
C 0.42796 -0.31989 -1.47432 -0.63 -0.47 -0.30 -0.0174
C 0.73911 0.52566 -0.44580 -0.75 0.27 1.01 -0.0996
C -0.25130 0.77919 0.67164 0.19 -0.06 0.05 -0.2738
O -0.94281 -0.10131 1.13727 0.19 0.51 -0.29 0.1249
H -3.70171 -0.19509 1.87974 0.16 -0.39 -0.35 0.0683
H -3.17930 -0.00759 0.15193 0.05 -0.20 0.29 0.0499
H -4.88581 -0.04525 0.53924 0.07 -0.13 0.29 0.0649
H -4.77109 2.16609 0.49915 0.10 0.13 0.20 0.0942
H -4.14435 2.10262 2.12733 0.26 0.03 -0.07 0.1028
H -3.03833 3.48772 0.09923 0.26 -0.05 0.02 0.0993
H -2.28636 1.96758 -0.32506 0.04 0.03 0.14 0.1099
H -1.89652 2.56562 2.58569 0.09 -0.26 -0.15 0.1453
H -0.92735 4.69055 0.62057 0.11 0.12 0.24 0.0903
H -2.39786 4.85916 1.54268 0.17 0.09 0.36 0.0780
H -0.83479 4.78567 2.42752 -0.02 0.12 -0.19 0.0793
H 1.05943 3.81697 1.60201 -0.01 -0.18 0.13 0.1227
H 3.85857 1.45611 -1.32714 -0.08 -0.03 0.07 0.1278
H 3.30523 -0.07431 -3.19960 -0.01 0.07 0.06 0.1110
H 1.18815 -1.14851 -3.32617 -0.33 -0.02 0.17 0.1117
H -0.54441 -0.79923 -1.51636 0.10 -0.04 0.09 0.1303
C 1.67081 -3.53009 0.38498 0.02 0.01 0.04 -0.1022
C 2.48312 -4.66131 -0.23408 -0.03 0.17 0.23 -0.2605
C 2.10316 -4.93570 -1.69299 -0.11 -0.12 0.26 -0.1904
C 0.68979 -5.32617 -1.79695 -0.58 -0.16 -0.26 -0.2379
N -0.42125 -5.62918 -1.87383 0.76 0.21 0.09 0.1419
H 0.60681 -3.76966 0.41726 0.01 0.01 -0.06 0.0756
H 1.99325 -3.34741 1.41031 0.01 0.04 -0.02 0.0760
H 1.79700 -2.60415 -0.18060 -0.02 0.01 0.03 0.0609
H 2.34453 -5.56766 0.35900 0.04 -0.05 -0.10 0.1113
H 3.54420 -4.40804 -0.18810 0.01 -0.07 -0.10 0.1075
H 2.71725 -5.74024 -2.09873 -0.05 0.00 -0.08 0.1150
H 2.26629 -4.04541 -2.30282 -0.04 0.00 -0.02 0.1113

***

21
Properties=species:S:1:pos:R:3:forces:R:3:lowdin_charge:R:1 method="wB97M-V/def2-TZVPD" gap_ha="0.28425 / 0.14428" e_homo_ev="-7.17 / -6.75" s_squared=3.76 lumo_energy_ev="0.568 / -2.821" de_lowest_kcal_mol=71.58 spin_multiplicity=4 charge=0
C -3.08609 0.20374 -0.77699 0.10 -0.44 0.34 -0.3671
O -2.79355 -1.10332 -0.39601 0.17 0.18 0.03 -0.3339
C -1.83361 0.93777 -1.25396 -0.04 0.06 -0.40 -0.1795
O -0.82493 0.68857 -0.26502 0.56 0.92 0.09 -0.2321
C 0.52521 0.96462 -0.61896 -0.47 0.01 -0.25 -0.1645
C 1.38738 0.30512 0.42509 0.63 0.22 1.06 -0.1841
O 0.92740 -1.04333 0.60167 0.68 0.05 0.02 -0.2858
C 1.83409 -1.86525 1.33707 -0.07 0.20 0.09 -0.0601
Ni -1.03788 -1.18940 0.35571 -0.93 -0.46 -0.32 0.4777
H -3.52695 0.78051 0.06089 0.07 0.02 -0.13 0.1058
H -3.81807 0.23909 -1.60521 0.10 -0.01 0.10 0.1096
H -1.99232 2.02053 -1.35700 0.06 -0.12 0.03 0.1252
H -1.48341 0.52458 -2.21405 -0.08 0.04 0.19 0.1266
H 0.71157 2.04724 -0.63974 0.01 -0.15 -0.01 0.1391
H 0.73095 0.54478 -1.61630 0.00 0.06 0.19 0.1383
H 1.37057 0.84472 1.41653 -0.33 -0.47 -0.83 0.1452
H 1.40044 -2.86897 1.38771 0.15 0.29 -0.03 0.0986
H 2.80609 -1.88645 0.82778 -0.16 -0.09 0.06 0.0960
H 1.96759 -1.45883 2.34911 -0.03 -0.14 -0.12 0.0988
H 2.45324 0.31617 0.12869 -0.47 -0.16 -0.13 0.1097
O 4.28229 0.99810 1.85298 0.05 0.01 0.03 0.0364

***

75
Properties=species:S:1:pos:R:3:forces:R:3:lowdin_charge:R:1 method="wB97M-V/def2-TZVPD" gap_ha="0.22742 / 0.13958" e_homo_ev="-18.55 / -18.54" s_squared=3.76 lumo_energy_ev="-12.363 / -14.742" spin_multiplicity=4 charge=+4
P 3.40415 -0.94519 -0.82192 4.51 -0.50 1.90 1.0423
C 3.75646 -0.91492 0.98326 -1.77 0.10 0.31 -0.2107
H 4.80349 -1.17176 1.22299 -0.27 0.03 -0.58 0.1010
H 3.06919 -1.61794 1.47793 0.33 0.12 0.02 0.0380
H 3.51690 0.08792 1.35821 0.15 -0.22 0.02 0.0558
C 4.31848 -2.45610 -1.35748 -1.74 -0.40 -1.02 -0.2054
H 4.30219 -2.47926 -2.45840 0.27 -0.15 0.33 0.0634
H 3.74310 -3.32640 -1.00422 0.41 0.13 -0.06 0.0669
H 5.35079 -2.48351 -0.97759 -0.35 0.41 0.11 0.0950
C 4.49109 0.43864 -1.36754 -1.39 0.62 -0.68 -0.2144
H 5.56361 0.18010 -1.35518 -0.47 -0.30 0.08 0.1000
H 4.29454 1.30818 -0.72714 0.16 -0.22 -0.13 0.0512
H 4.17792 0.69769 -2.38519 0.56 0.16 -0.01 0.0322
P -1.30147 4.10376 -1.64801 -0.30 1.74 1.11 0.7230
C -1.33019 4.74934 0.04608 0.15 -0.19 0.27 -0.2035
H -1.50435 5.83517 0.04191 -0.02 -0.29 -0.08 0.0881
H -0.38132 4.55524 0.56738 -0.20 0.11 -0.22 0.0626
H -2.12876 4.26182 0.61967 0.09 0.14 -0.14 0.0674
C -0.18723 5.20164 -2.56843 0.35 -0.41 -0.36 -0.1996
H -0.26904 5.00024 -3.64574 -0.02 0.21 0.24 0.0567
H 0.84907 4.99486 -2.26234 -0.23 0.24 -0.04 0.0630
H -0.42597 6.25398 -2.36354 -0.03 -0.25 -0.01 0.0911
C -2.97251 4.30688 -2.27296 -0.38 -0.43 -0.34 -0.2036
H -3.23571 5.36085 -2.39314 0.15 0.01 0.07 0.0914
H -3.69490 3.84296 -1.59358 0.13 0.09 0.01 0.0720
H -3.06929 3.80747 -3.24014 -0.06 0.17 -0.03 0.0460
P -2.80264 -2.27824 -0.66091 -1.60 -3.85 1.47 1.0067
C -3.50975 -2.49728 1.00799 0.47 1.65 0.27 -0.2009
H -4.17339 -3.37368 1.05632 0.20 0.20 -0.36 0.0961
H -4.06365 -1.57682 1.22544 -0.23 -0.34 0.31 0.0605
H -2.69672 -2.57976 1.73917 -0.17 -0.04 -0.18 0.0531
C -4.20553 -2.68565 -1.76517 0.51 1.59 -0.79 -0.2097
H -4.78210 -3.55682 -1.42131 0.38 0.18 0.18 0.0959
H -3.79234 -2.84744 -2.77014 -0.35 -0.14 0.16 0.0563
H -4.83842 -1.78436 -1.79420 -0.17 -0.49 -0.11 0.0648
C -1.69589 -3.72347 -0.74313 1.32 1.12 -0.70 -0.2136
H -2.21756 -4.65064 -0.46115 -0.18 0.41 -0.04 0.0994
H -0.83670 -3.52891 -0.07695 -0.32 -0.21 -0.13 0.0401
H -1.32936 -3.77735 -1.77721 0.00 -0.41 0.24 0.0525
Tc -0.52344 1.94023 -1.94318 0.20 -2.10 -3.94 0.9614
C 0.92239 2.16682 -0.73313 2.95 0.87 4.40 -0.2170
O 1.77478 2.33166 0.05543 -3.07 -0.75 -3.28 0.1468
C -1.63155 1.30435 -0.51456 -2.18 -0.74 4.94 -0.2090
O -2.27134 0.98192 0.41673 2.41 1.07 -3.98 0.1258
C -1.66374 0.98607 -4.13946 -0.55 0.15 0.07 -0.0508
C -1.16333 -0.13072 -3.44515 0.00 -0.03 0.02 -0.0767
C 0.21044 -0.22215 -3.17066 -0.06 -0.56 0.46 -0.0897
C 1.07518 0.81457 -3.53755 0.47 0.01 -0.16 -0.1072
C 0.57720 1.93395 -4.22436 0.09 0.45 -0.30 -0.0751
C -0.79238 2.00623 -4.54988 0.03 0.47 0.20 -0.0602
H -2.72303 1.03550 -4.42448 0.46 -0.05 0.18 0.1521
H -1.82679 -0.97359 -3.22120 0.25 0.44 0.00 0.1113
H 0.61763 -1.14178 -2.73096 -0.24 0.48 -0.08 0.1275
H 2.15728 0.68178 -3.40790 -0.54 0.27 0.06 0.1179
H 1.25011 2.71834 -4.58819 -0.17 -0.32 0.21 0.1525
H -1.16493 2.83641 -5.16368 0.14 -0.32 0.32 0.1525
O 0.23672 -1.76513 1.41910 -0.22 -0.01 -0.43 -0.0668
C 0.13527 -1.73373 2.65769 0.02 0.76 0.86 -0.4921
C 0.51113 -2.90263 3.54776 -0.20 -0.08 -0.84 -0.1052
C 1.69745 -2.65048 4.46844 0.31 -0.17 0.32 -0.1879
C 1.32636 -1.92842 5.75767 0.08 0.30 -0.01 -0.1872
C 0.80546 -0.50028 5.53075 -0.04 0.02 0.27 -0.1735
C -0.49351 -0.42521 4.72536 -0.02 -0.13 0.40 -0.1684
N -0.29823 -0.60509 3.28488 -0.32 -0.36 -1.00 0.0729
H -0.38617 -3.17542 4.12025 0.22 -0.09 0.02 0.1350
H 0.76619 -3.72720 2.87565 -0.26 0.08 0.04 0.1213
H 2.15157 -3.62402 4.69186 -0.19 0.19 0.12 0.1277
H 2.48264 -2.10360 3.93295 -0.07 0.11 -0.01 0.1074
H 0.55165 -2.50668 6.28018 0.21 0.05 0.00 0.1275
H 2.20922 -1.88297 6.40841 -0.28 -0.04 -0.07 0.1271
H 0.59144 -0.04839 6.50993 0.15 -0.09 -0.23 0.1271
H 1.57963 0.11461 5.04760 -0.19 -0.06 0.10 0.1186
H -1.19866 -1.17692 5.11321 0.09 0.17 -0.14 0.1306
H -0.97388 0.55098 4.85755 0.18 -0.20 -0.06 0.1278
H -0.71490 0.08981 2.65926 0.45 -0.38 0.43 0.1253

***

5
Properties=species:S:1:pos:R:3:forces:R:3:lowdin_charge:R:1 method="wB97M-V/def2-TZVPD" gap_ha=0.51545 e_homo_ev=-12.71 lumo_energy_ev=1.311 de_lowest_kcal_mol=5.17 spin_multiplicity=1 charge=0
C -0.01780 0.01196 -0.04075 0.77 1.71 2.64 -0.0651
H 0.73192 -0.39463 0.70604 -0.44 1.01 -0.78 0.0311
H 0.20535 1.08185 -0.39002 -0.19 -1.72 0.65 0.0454
H -0.96259 -0.02255 0.53905 0.30 0.05 -0.82 0.0185
H 0.04313 -0.67663 -0.81433 -0.43 -1.06 -1.69 -0.0299

***

8
Properties=species:S:1:pos:R:3:forces:R:3:lowdin_charge:R:1 method="wB97M-V/def2-TZVPD" gap_ha=0.35060 e_homo_ev=-9.75 lumo_energy_ev=-0.206 de_lowest_kcal_mol=115.98 spin_multiplicity=1 charge=0
O -2.10273 0.62363 0.55344 0.72 -0.35 -0.05 0.0178
N -1.44723 0.80457 -0.43972 -1.34 1.15 -1.01 -0.1824
C -1.18035 1.21110 -1.52738 -0.12 -0.95 2.01 -0.5768
Cl 0.01736 1.27481 -2.61821 0.77 0.13 -0.91 0.7274
C 1.65522 -0.37877 1.00178 -1.19 -1.31 -0.27 0.0361
C 0.92097 -1.30756 0.79301 0.42 0.30 0.52 -0.7367
Cl -0.03433 -2.63930 0.80954 -0.06 0.00 -0.37 0.7013
H 2.17111 0.41152 1.42753 0.80 1.05 0.08 0.0133

***

| no. | maximum force (hartree/bohr) |
| --- | --- |
| 1 | 0.212 |
| 2 | 0.028 |
| 3 | 0.024 |
| 4 | 0.106 |
| 5 | 0.063 |
| 6 | 0.043 |